# 1
# C20H42O19S

A cluster of 7 separate species, C20H42O19S in total at a distorted geometry (ωB97M-V/def2-TZVPD, the OMol25 dataset).

Summary:
HOMO energy, eV: -8.94
Kohn-Sham gap, eV: 9.29

```
! wB97M-V def2-TZVPD RIJCOSX def2/J DEFGRID3
* xyz 0 1
C -0.1477 -1.8031 0.0455
S 0.0795 -1.3119 1.8664
O 1.0447 -0.1116 2.0744
C -1.6037 -0.7220 2.3895
H 0.6245 -2.4601 -0.3545
H -0.3539 -1.0500 -0.7151
H -1.0423 -2.4166 0.1519
H -2.1968 -0.0895 1.7291
H -1.5429 -0.0845 3.2716
H -2.2307 -1.6070 2.4979
C 7.4899 3.5621 3.7694
O 6.6411 2.5707 3.1316
C 5.3172 2.4760 3.4896
O 4.6822 3.3051 4.1674
O 4.8377 1.3209 3.0134
C 3.5049 0.9689 3.3658
H 7.9550 3.1673 4.6726
H 6.9497 4.4502 4.0972
H 8.1691 3.9665 3.0188
H 3.3712 1.1577 4.4310
H 3.3255 -0.0987 3.2395
H 2.8899 1.6345 2.7601
C 2.3553 0.3853 -0.8156
O 2.6676 1.7285 -0.4415
C 3.9184 2.2001 -0.5224
O 4.9282 1.6558 -0.9403
O 3.9507 3.4510 -0.0167
C 5.2427 4.1226 0.1648
H 1.4357 0.1802 -1.3637
H 2.3759 -0.3256 0.0104
H 3.0729 0.0625 -1.5698
H 5.0729 5.1545 0.4721
H 5.6461 4.1896 -0.8456
H 5.9030 3.6706 0.9050
C -0.0920 2.3922 0.9978
O -0.9839 3.0523 0.1864
C -1.8542 2.4338 -0.5919
O -1.9540 1.2127 -0.7822
O -2.5989 3.4041 -1.2554
C -3.7052 2.8972 -1.9856
H 0.8259 2.9436 1.2019
H 0.1315 1.4977 0.4165
H -0.6648 2.2273 1.9104
H -3.6003 3.3776 -2.9584
H -4.6208 3.2133 -1.4857
H -3.7180 1.8361 -2.2349
C -5.8203 -2.6551 2.7527
O -4.9880 -1.6196 3.0319
C -5.1157 -0.9508 4.1374
O -6.0462 -1.1142 4.9592
O -4.1079 0.0648 4.1747
C -4.2215 0.9732 5.3196
H -6.8428 -2.2776 2.7571
H -5.7223 -3.4678 3.4725
H -5.4596 -3.0387 1.7984
H -4.3273 0.4113 6.2476
H -5.1237 1.5491 5.1140
H -3.3377 1.6105 5.2898
C 0.6093 -4.9097 -2.4265
O 1.2657 -3.6961 -2.4373
C 1.1318 -2.8490 -3.5099
O 0.4077 -3.1034 -4.4680
O 1.8687 -1.7432 -3.3811
C 1.9076 -0.8304 -4.4025
H 1.0202 -5.4130 -1.5514
H 0.7889 -5.4752 -3.3409
H -0.4616 -4.7101 -2.4665
H 2.4064 -1.2571 -5.2727
H 2.4705 0.0871 -4.2306
H 0.8840 -0.5380 -4.6367
C -1.9701 -0.5636 -3.2181
O -2.1025 -1.3628 -4.3735
C -2.7441 -2.5842 -4.1132
O -2.9168 -3.1834 -3.0455
O -3.1481 -2.8993 -5.3944
C -3.8162 -4.0819 -5.5537
H -1.5407 0.4060 -3.4706
H -1.3363 -1.0040 -2.4484
H -3.0130 -0.4430 -2.9253
H -3.2816 -4.9849 -5.2591
H -4.0218 -4.1128 -6.6237
H -4.7930 -4.0211 -5.0738
*
```



# 2
# C41H42N2O4PPdS4

A structure of composition C41H42N2O4PPdS4 at a distorted geometry (ωB97M-V/def2-TZVPD, the OMol25 dataset).

Summary:
HOMO energy, eV: -5.18
Relative energy (zero: lowest compared OMol25 entry of this formula, charge and spin), eV: 2.884
Kohn-Sham gap, eV: 6.11

```
! wB97M-V def2-TZVPD RIJCOSX def2/J DEFGRID3
* xyz -1 1
Pd -0.5278 -0.0317 0.6857
C -3.3340 -0.5086 2.4121
N -1.9129 -0.8367 2.4791
C -1.7414 -2.2833 2.6383
C -1.2861 -0.1219 3.5898
C 0.1960 -0.2033 3.4543
C 1.0420 -0.3127 4.5497
C 2.4224 -0.2990 4.3804
C 2.9629 -0.1765 3.1097
C 2.1240 -0.0853 2.0005
C 0.7596 -0.1035 2.1886
H -3.8635 -0.8581 3.3089
H -3.7828 -0.9919 1.5436
H -3.4641 0.5720 2.3367
H -2.2920 -2.6428 3.5185
H -0.6870 -2.5120 2.7710
H -2.1048 -2.8033 1.7538
H -1.6328 -0.5062 4.5594
H -1.5806 0.9250 3.5091
H 0.6179 -0.4089 5.5427
H 3.0733 -0.3828 5.2410
H 4.0360 -0.1594 2.9670
H 2.5454 0.0095 1.0067
N 0.7838 -2.0903 -0.1665
C 0.8970 -3.5177 -0.3666
C 1.4473 -4.0094 -1.5405
C 1.6170 -5.3796 -1.7169
C 1.2286 -6.2648 -0.7249
C 0.6542 -5.7732 0.4453
C 0.4851 -4.4082 0.6188
S 1.5699 -8.0239 -0.8507
O 0.3080 -8.6602 -0.5006
O 2.6252 -8.2275 0.1321
O 1.9863 -8.2184 -2.2314
H 1.1248 -1.5713 -0.9685
H 1.3543 -1.8370 0.6284
H 1.7599 -3.3146 -2.3137
H 2.0641 -5.7789 -2.6197
H 0.3404 -6.4775 1.2064
H 0.0487 -4.0233 1.5333
O -1.1099 2.1883 1.5940
S -1.3868 2.5805 0.1576
C -2.6467 3.9113 0.2997
C -3.7597 3.5897 1.2513
C -5.0641 3.4358 0.7849
C -6.0950 3.0933 1.6505
C -5.8345 2.9001 3.0003
C -4.5431 3.0792 3.4807
C -3.5146 3.4310 2.6167
C -2.4983 1.2459 -0.5174
C -3.0536 1.7004 -1.8396
C -2.2154 2.1823 -2.8470
C -2.7606 2.7120 -4.0094
C -4.1383 2.7650 -4.1773
C -4.9744 2.2512 -3.1931
C -4.4333 1.7176 -2.0319
H -3.0006 4.1103 -0.7126
H -2.0421 4.7544 0.6394
H -5.2702 3.5930 -0.2678
H -7.1020 2.9801 1.2680
H -6.6360 2.6305 3.6769
H -4.3338 2.9472 4.5354
H -2.5139 3.5813 3.0005
H -3.2683 1.0823 0.2320
H -1.8742 0.3266 -0.6357
H -1.1347 2.1306 -2.7356
H -2.0933 3.0737 -4.7816
H -4.5628 3.2000 -5.0744
H -6.0490 2.2620 -3.3280
H -5.0843 1.3048 -1.2684
S 1.9016 2.3423 -4.2252
P 2.3641 1.3575 -2.5884
S 0.8081 0.8207 -1.4246
C 3.5479 2.2964 -1.5571
C 4.7475 2.7109 -2.1364
C 5.6859 3.3957 -1.3796
C 5.4317 3.6760 -0.0402
C 4.2366 3.2751 0.5357
C 3.2939 2.5843 -0.2222
C 3.3022 -0.1695 -2.9328
C 3.8168 -0.9052 -1.8634
C 4.4941 -2.0924 -2.0920
C 4.6613 -2.5533 -3.3939
C 4.1575 -1.8212 -4.4587
C 3.4768 -0.6278 -4.2307
H 4.9325 2.4960 -3.1828
H 6.6170 3.7128 -1.8328
H 6.1689 4.2058 0.5513
H 4.0331 3.4953 1.5773
H 2.3572 2.2641 0.2191
H 3.6747 -0.5451 -0.8491
H 4.8815 -2.6658 -1.2590
H 5.1779 -3.4887 -3.5718
H 4.2899 -2.1806 -5.4719
H 3.0706 -0.0465 -5.0500
*
```



# 3
# C4H10N2O2

A cluster of 2 separate species, C4H10N2O2 in total at a distorted geometry (ωB97M-V/def2-TZVPD, the OMol25 dataset).

Summary:
SMILES: CC(N)=O.CC(N)=O
HOMO energy, eV: -9.60
Relative energy (zero: lowest compared OMol25 entry of this formula, charge and spin), eV: 0.937
Kohn-Sham gap, eV: 10.16

```
! wB97M-V def2-TZVPD RIJCOSX def2/J DEFGRID3
* xyz 0 1
C -2.0916 -0.1987 0.6147
C -1.5555 -0.0933 2.0951
O -2.2316 0.2108 3.0451
N -0.1898 -0.1368 2.1524
H 0.3379 0.0060 3.0220
H 0.3620 -0.1958 1.3152
H -2.6405 -1.1549 0.5687
H -1.3942 -0.1258 -0.2252
H -2.7497 0.6522 0.5930
C 1.3198 1.0762 -0.8517
C 1.4834 -0.3394 -1.2526
O 1.5082 -1.2125 -0.3956
N 1.4139 -0.8369 -2.5702
H 1.2774 0.9986 0.2396
H 0.4999 1.6438 -1.2613
H 1.1448 -1.7994 -2.6248
H 1.3238 -0.1971 -3.3310
H 2.1821 1.7030 -1.1331
*
```



# 4
# C4H12

A cluster of 2 separate species, C4H12 in total at a distorted geometry (ωB97M-V/def2-TZVPD, the OMol25 dataset).

Summary:
HOMO energy (spin up / spin down), eV: 1.56 / -7.62
Relative energy (zero: lowest compared OMol25 entry of this formula, charge and spin), eV: 0.597
Kohn-Sham gap (spin up / spin down), eV: 2.75 / 12.00

```
! wB97M-V def2-TZVPD RIJCOSX def2/J DEFGRID3
* xyz -1 2
C 1.3220 1.4486 0.7231
C 2.1592 0.2665 0.2573
H 0.2806 1.2407 0.9302
H 1.8812 1.9936 1.5157
H 1.3692 2.3095 0.0429
H 1.7283 -0.0988 -0.6739
H 2.0360 -0.5712 0.9476
H 3.1689 0.6114 0.0432
C -1.2962 -1.5233 -0.5939
C -2.2535 -0.3161 -0.3941
H -1.7360 -2.3872 -1.0881
H -0.4666 -1.0655 -1.1364
H -0.9478 -1.9653 0.3486
H -2.2315 0.1964 -1.3580
H -3.2232 -0.4753 0.0757
H -1.7908 0.3361 0.3602
*
```



# 5
# CH5P

A structure of composition CH5P at a distorted geometry (ωB97M-V/def2-TZVPD, the OMol25 dataset).

Summary:
HOMO energy, eV: -9.15
Relative energy (zero: lowest compared OMol25 entry of this formula, charge and spin), eV: 1.530
Kohn-Sham gap, eV: 9.43

```
! wB97M-V def2-TZVPD RIJCOSX def2/J DEFGRID3
* xyz 0 1
C 0.9343 -0.3824 -0.0767
P -1.5001 -0.1033 -0.0935
H 1.2755 -0.8826 0.8214
H 1.2599 0.6324 -0.1747
H 1.3282 -0.9825 -0.9061
H -1.7891 1.1941 -0.7815
H -1.5088 0.5242 1.2111
*
```



# 6
# C5H8N4O2

A cluster of 2 separate species, C5H8N4O2 in total at a distorted geometry (ωB97M-V/def2-TZVPD, the OMol25 dataset).

Summary:
HOMO energy (spin up / spin down), eV: -4.86 / -10.14
Relative energy (zero: lowest compared OMol25 entry of this formula, charge and spin), eV: 2.222
Kohn-Sham gap (spin up / spin down), eV: 5.39 / 8.39

```
! wB97M-V def2-TZVPD RIJCOSX def2/J DEFGRID3
* xyz 0 3
C 2.9424 -0.8875 -2.3705
C -1.8661 -0.7310 0.1712
C -1.3216 0.6951 0.2696
C -1.3441 0.5522 1.7273
C -0.8231 1.0959 2.8096
N 1.8509 -1.5255 -2.6808
N 2.7983 -0.4544 -1.0879
N 0.9884 -1.3808 -1.7020
N 1.5579 -0.7425 -0.7221
O -1.8200 -0.7780 1.6556
O -1.9911 1.7829 -0.3442
H 3.7291 -0.8129 -3.0986
H -2.7425 -0.8161 -0.4575
H -1.2531 -1.5628 -0.1268
H -0.3733 0.8381 -0.1430
H 3.5946 -0.0907 -0.5700
H -0.7872 0.5832 3.7080
H -0.6007 2.1447 2.6361
H -2.5387 2.0902 0.3258
*
```